Entry 1:
Below is a cluster of 2 separate species, C6H10O in total, with properties calculated with wB97M-V/def2-TZVPD.

For the molar mass, the calculation gives 98.1 g/mol. As for the energy above the lowest of the compared OMol25 structures with the same formula, charge and spin: 67.6 kcal/mol. As for the LUMO energy: 0.88 eV. The total charge is 0. The calculation puts the total energy at -8428.309 eV.

Structure (XYZ):
```
17
Properties=species:S:1:pos:R:3:forces:R:3:mulliken_charge:R:1
C 2.05507 0.91378 0.09507 -0.2 0.0 0.0 -0.8362
C 0.83730 0.39013 0.09890 0.2 0.2 0.0 -0.0246
C 0.04991 -0.45799 1.09304 0.0 0.0 0.2 -0.4157
C -1.16149 -0.30419 0.16740 0.1 0.1 0.1 0.5389
O -2.07812 -1.30916 -0.07518 -0.2 0.0 0.1 -0.5073
C -1.45441 1.12576 -0.14217 -0.2 0.1 0.1 -0.8177
C -0.31473 0.42685 -0.85692 0.2 0.0 -0.3 -0.2256
H 2.72928 0.78748 0.93742 -0.1 0.0 -0.1 0.2534
H 2.41258 1.49374 -0.75068 0.0 -0.1 0.1 0.2685
H -0.02485 -0.10729 2.12875 0.0 0.0 -0.1 0.2888
H 0.38996 -1.50114 1.07778 0.0 0.2 0.0 0.2309
H -2.83765 -1.15552 0.50134 0.1 -0.1 -0.1 0.3619
H -2.33632 1.27161 -0.76020 0.1 0.0 0.1 0.2992
H -1.24039 1.92574 0.56405 0.0 -0.1 -0.1 0.2063
H -0.29136 0.32371 -1.93694 0.0 0.1 0.2 0.3824
H 1.84093 -1.61770 -0.98134 0.0 -0.1 0.0 -0.1092
H 1.42428 -2.20582 -1.16032 0.0 -0.1 -0.1 0.1059
```
Forces are in eV/Å.

---

Entry 2:
Below is the molecule CH7N2P3, with properties calculated with wB97M-V/def2-TZVPD.

For the molar mass, the calculation gives 140.0 g/mol. As for the energy above the lowest of the compared OMol25 structures with the same formula, charge and spin: 2.5 kcal/mol. As for the LUMO energy: 0.01 eV. The total charge is 0. The calculation puts the total energy at -31995.581 eV.

Structure (XYZ):
```
13
Properties=species:S:1:pos:R:3:forces:R:3:mulliken_charge:R:1
C 0.87295 -1.41964 0.04256 -3.4 2.2 0.3 -0.7842
N 0.93425 0.10206 0.07300 -0.4 0.1 -0.6 0.0380
P 2.55441 0.66914 0.00260 0.5 0.2 -2.0 -0.1118
P -0.40563 1.11314 -0.22223 0.9 -1.5 0.6 0.0386
N -1.53378 0.05309 -0.12418 -1.0 0.7 -0.1 -0.1383
P -3.21934 0.39957 -0.08456 0.4 1.0 0.3 -0.1199
H -0.14941 -1.71746 -0.42198 2.0 0.4 0.9 0.3009
H 1.68263 -1.67330 -0.54563 1.6 -1.3 -1.1 0.3894
H 0.93756 -1.72056 1.07524 0.1 -0.6 0.1 0.2520
H 2.33776 2.04118 -0.00202 -0.4 0.6 0.6 0.0299
H 2.68863 0.90402 -1.49215 0.1 -0.7 1.3 0.0429
H -3.21382 1.70048 0.69120 -0.2 -1.4 -0.6 0.0150
H -3.48622 -0.45171 1.00815 -0.2 0.2 0.2 0.0475
```
Forces are in eV/Å.

---

Entry 3:
Below is the molecule C4H4O3, with properties calculated with wB97M-V/def2-TZVPD.

For the molar mass, the calculation gives 100.1 g/mol. As for the energy above the lowest of the compared OMol25 structures with the same formula, charge and spin: 89.6 kcal/mol. As for the LUMO energy: -0.21 eV. The total charge is 0. The calculation puts the total energy at -10351.326 eV.

Structure (XYZ):
```
11
Properties=species:S:1:pos:R:3:forces:R:3:mulliken_charge:R:1
C 1.26837 0.05201 -1.22905 0.0 0.0 0.0 -0.9037
C 0.76274 0.79731 -0.02980 0.5 0.7 -0.1 1.0917
O 0.95885 1.92434 0.30124 -0.1 -0.6 -0.1 -0.5270
C -0.74720 -0.02547 0.54656 0.0 -0.3 0.3 -0.1166
O 0.37173 -0.23664 1.11370 -0.4 0.1 -0.2 -0.2292
C -1.99103 -0.54174 1.18854 -0.1 -0.4 -0.1 -0.0798
O -2.38130 -1.66639 0.97759 0.2 0.5 0.1 -0.4220
H 2.35920 0.00455 -1.15316 -0.1 0.0 0.0 0.2960
H 1.01157 0.62444 -2.12299 0.0 -0.1 0.1 0.2702
H 0.85930 -0.95448 -1.30598 0.0 0.2 0.0 0.3267
H -2.56465 0.20253 1.77810 0.0 -0.1 0.0 0.2937
```
Forces are in eV/Å.

---

Entry 4:
Below is the molecule C2H3F2NS, with properties calculated with wB97M-V/def2-TZVPD.

For the molar mass, the calculation gives 111.1 g/mol. As for the energy above the lowest of the compared OMol25 structures with the same formula, charge and spin: 25.4 kcal/mol. As for the LUMO energy: 0.45 eV. The total charge is 0. The calculation puts the total energy at -19881.770 eV.

Structure (XYZ):
```
9
Properties=species:S:1:pos:R:3:forces:R:3:mulliken_charge:R:1
F 0.68042 -1.54592 -0.56652 0.1 -0.1 0.0 -0.2056
C 0.91798 -0.86081 0.58661 -0.2 0.4 -0.1 0.0647
F 1.74151 0.18460 0.27466 0.1 -0.1 -0.1 -0.2097
C -0.37064 -0.33489 1.17132 -0.4 -0.1 0.6 0.1706
N -1.21014 0.44521 0.63089 0.3 -0.1 -0.2 -0.4101
S -1.09581 1.11559 -0.90312 0.1 -0.1 0.1 -0.0767
H 1.44395 -1.50213 1.28104 0.2 -0.3 0.1 0.1810
H -0.59974 -0.66448 2.20152 0.1 0.1 -0.5 0.3291
H 0.07829 0.62677 -1.36980 -0.2 0.1 0.1 0.1567
```
Forces are in eV/Å.

---

Entry 5:
Below is the ion C4H6FN2O2 with charge +1, with properties calculated with wB97M-V/def2-TZVPD.

For the molar mass, the calculation gives 133.1 g/mol. As for the energy above the lowest of the compared OMol25 structures with the same formula, charge and spin: 92.2 kcal/mol. As for the LUMO energy: -5.23 eV. The total charge is +1. The calculation puts the total energy at -14025.180 eV.

Structure (XYZ):
```
15
Properties=species:S:1:pos:R:3:forces:R:3:mulliken_charge:R:1
N 1.30421 -1.24801 -1.37277 0.5 -2.1 -1.2 -0.1869
C 0.80309 -1.20712 -0.23761 -0.4 0.7 0.5 0.4353
C 0.02076 -1.04465 0.76901 2.1 -0.8 1.1 -0.4948
C -0.71621 0.22886 0.90013 -2.4 0.8 1.6 0.3118
C -1.38147 0.48450 -0.40808 -2.4 1.5 -1.7 -0.4422
F -0.48055 0.58648 -1.44731 1.2 -0.6 -0.5 -0.2839
O -0.05505 1.39505 1.41008 -1.1 0.0 0.9 -0.1651
N 1.18516 1.63136 0.88730 2.3 1.0 -1.0 0.2307
O 1.61867 2.70692 1.12915 -1.4 -1.8 0.1 -0.3278
H 2.27361 -1.18768 -1.65078 0.5 0.7 0.6 0.3066
H 0.78363 -1.77291 -2.07411 -0.3 0.3 -0.2 0.3208
H 0.06479 -1.72235 1.62721 -0.1 -0.1 -0.5 0.3832
H -1.55821 0.00726 1.68355 1.5 0.7 -1.4 0.3168
H -2.06913 -0.40951 -0.67205 0.6 1.8 0.6 0.2862
H -1.79331 1.55182 -0.54371 -0.6 -1.9 1.3 0.3095
```
Forces are in eV/Å.

---

Entry 6:
Below is a structure of composition C42H45Mg2N13O12, with properties calculated with wB97M-V/def2-TZVPD.

For the molar mass, the calculation gives 972.5 g/mol. As for the LUMO energy: -1.28 eV. The total charge is 0. The calculation puts the total energy at -99103.230 eV.

Structure (XYZ):
```
114
Properties=species:S:1:pos:R:3:forces:R:3:mulliken_charge:R:1
Mg 0.48485 -0.14888 0.49148 -1.7 1.4 0.2 2.2903
Mg -3.59017 -0.44053 -1.76893 3.3 0.9 2.5 1.2251
N -2.62596 0.44162 1.12555 -1.4 3.8 1.7 0.7197
O -3.40070 -0.02303 0.27149 -3.0 -1.7 -2.9 -0.8703
O -3.01187 1.37099 1.82670 0.0 -1.1 -0.3 -0.6198
O -1.51818 0.00577 1.19610 2.9 -1.8 0.6 -0.6439
N 0.52480 2.53136 2.10969 -4.0 2.5 -0.3 0.4983
O -0.62632 3.05388 2.01453 1.6 -1.3 -0.3 -0.5223
O 1.29868 2.99382 2.91604 1.8 -0.5 0.7 -0.6270
O 0.83213 1.60661 1.31266 1.4 -0.5 -0.2 -0.4224
N -0.85411 1.35026 -2.08448 0.5 -2.6 1.8 0.6537
O -0.21627 0.96386 -1.10419 1.3 0.4 0.7 -0.3247
O -0.28966 1.79212 -3.03512 0.3 1.5 -2.1 -0.6894
O -2.06686 1.09219 -2.03628 -2.6 0.7 -1.2 -0.5542
N -0.99567 -2.36454 -1.00382 -1.4 -1.0 1.1 0.1759
O -1.89968 -1.63454 -1.36766 -2.9 1.0 -2.3 -0.2573
O -0.13038 -1.79435 -0.37838 3.2 -0.9 0.8 -0.2105
O -1.06851 -3.58292 -1.11622 0.6 -0.1 -0.4 -0.7396
N 1.29939 -5.03912 2.01450 1.2 -0.2 -1.1 0.0572
C 2.37819 -5.26326 2.83125 1.1 -0.3 -1.1 -0.6150
C 3.50880 -5.34808 1.98738 -0.1 0.5 2.1 -0.6269
C 3.12167 -5.12892 0.66204 -0.2 -0.1 0.2 -0.1014
C 1.77867 -4.96396 0.71027 -2.0 0.5 -0.4 -0.8419
H 0.32403 -4.96470 2.26598 0.4 0.0 0.0 0.3087
H 2.28595 -5.36054 3.90289 0.0 0.0 -0.2 0.4380
H 4.53409 -5.35913 2.32658 -0.1 -0.4 0.2 0.3821
H 3.74756 -5.06762 -0.21597 -0.1 -0.1 0.1 0.6266
H 1.10008 -4.70970 -0.09051 -0.1 -0.1 0.1 0.4515
N 4.81893 2.81896 3.54152 1.1 -0.7 -0.1 0.0312
C 4.33985 2.14962 2.47062 0.3 -1.5 -1.9 -0.5293
C 4.95532 0.87977 2.37218 -0.6 1.7 1.2 0.1804
C 5.77877 0.79277 3.52601 0.8 0.5 0.0 -0.9368
C 5.78684 2.02713 4.14522 -0.9 0.1 0.3 -0.6435
H 4.62576 3.77596 3.80022 -0.1 -0.3 -0.2 0.2541
H 3.71617 2.58700 1.70503 -0.3 0.2 0.5 0.5102
H 4.87134 0.12132 1.60792 -0.3 0.2 0.0 0.4118
H 6.35354 -0.06385 3.84577 0.2 0.1 -0.1 0.4191
H 6.35455 2.45410 4.95873 -0.1 -0.4 0.1 0.4232
N 1.13479 -3.23594 -4.47289 0.2 1.2 -0.3 0.0792
C 1.04387 -2.82935 -5.76309 0.2 -1.4 -2.2 -0.7075
C 1.19116 -1.45997 -5.88147 -0.8 -1.3 -1.3 -1.0336
C 1.28160 -0.99030 -4.61488 0.9 -0.3 3.3 0.2433
C 1.32650 -2.11723 -3.73781 -0.2 1.9 0.5 -0.7512
H 1.06409 -4.17302 -4.10280 0.0 0.2 -0.3 0.2365
H 1.01107 -3.59033 -6.52875 -0.2 0.1 -0.1 0.4358
H 1.16302 -0.79049 -6.72846 0.0 -0.6 -0.3 0.5365
H 1.37819 0.06990 -4.43310 0.1 -0.2 0.8 0.4688
H 1.48632 -2.21497 -2.67418 -0.2 0.3 0.0 0.5539
N -3.46615 -0.76474 -3.74163 -2.3 -0.8 -3.6 0.2524
C -4.67787 -1.08495 -4.40430 1.7 0.3 -0.4 0.0034
C -4.77674 -1.44799 -5.74673 1.8 0.5 -0.1 -0.7878
C -3.60512 -1.36115 -6.52572 0.2 0.1 1.3 -0.2440
C -2.38246 -1.02025 -5.89776 -1.8 -0.3 -1.8 -0.7263
C -2.35509 -0.75781 -4.56217 -0.7 -0.3 2.0 -0.0366
H -5.64838 -0.98533 -3.94107 0.2 0.0 1.0 0.4045
H -5.70050 -1.75447 -6.21486 -0.2 0.2 0.3 0.4067
H -3.64614 -1.54612 -7.58897 0.1 -0.1 0.0 0.4305
H -1.50288 -0.95423 -6.52096 0.2 0.0 0.4 0.4144
H -1.38354 -0.62400 -4.10986 -0.1 0.3 0.4 0.2032
N 0.84547 -1.12231 2.27732 0.3 -1.6 2.9 0.6643
C 0.13576 -2.11342 2.94030 0.7 0.5 -0.5 -0.5538
C 0.48175 -2.63944 4.16676 0.0 0.3 0.8 -1.0336
C 1.59488 -2.18046 4.86080 0.2 -0.4 -0.8 -0.5188
C 2.35137 -1.25308 4.19882 -0.1 1.0 0.2 -1.1100
C 1.91472 -0.69637 2.99465 -0.1 -0.5 0.0 -0.4373
H -0.74683 -2.57003 2.51728 -0.1 0.6 -0.7 0.6216
H -0.15036 -3.34609 4.68392 -0.3 -0.2 -0.4 0.4981
H 1.90388 -2.58461 5.81348 -0.2 0.0 0.1 0.4908
H 3.21227 -0.78281 4.65060 0.2 -0.1 0.0 0.5092
H 2.53548 0.13445 2.69332 -0.4 0.1 -0.9 0.8241
N -3.26197 4.23868 1.22422 -0.5 1.0 -2.3 -0.1168
C -2.89576 3.93480 -0.06222 -0.6 0.8 0.6 0.0113
C -3.28486 4.65704 -1.22920 0.5 -0.6 2.0 -0.9934
C -4.02940 5.78438 -1.00359 -0.6 0.9 -0.7 -0.2574
C -4.54655 6.07190 0.25863 0.9 0.3 -1.6 -0.3309
C -4.09923 5.31938 1.28762 -0.4 -1.7 1.0 -0.4281
H -2.22056 3.11144 -0.24274 0.0 -0.3 0.6 0.5116
H -2.92446 4.30278 -2.18368 0.0 0.3 -0.1 0.5430
H -4.21408 6.51368 -1.77846 -0.2 -0.2 -0.5 0.3684
H -5.20239 6.91332 0.42673 0.0 0.0 0.0 0.3755
H -4.66671 5.56242 2.17378 0.8 -0.5 1.0 0.3117
N 0.81782 7.01484 0.47015 0.3 -1.0 -1.6 -0.6217
C 0.05134 7.22310 -0.63227 -0.9 0.1 0.0 -0.3144
C -0.08692 6.39251 -1.73752 1.7 -0.9 1.1 -0.4608
C 0.74833 5.26120 -1.72924 -0.7 -0.1 -1.2 -0.1836
C 1.56612 4.96351 -0.68105 -0.1 1.6 1.8 0.2092
C 1.56488 5.89774 0.40831 -0.7 -0.7 -0.6 -0.2595
H -0.62272 8.06689 -0.62458 0.1 0.4 0.4 0.3708
H -0.77130 6.51332 -2.56421 -0.1 0.5 0.2 0.4230
H 0.70714 4.59733 -2.58011 0.0 -0.3 -0.1 0.3809
H 2.14140 4.05259 -0.60576 0.1 0.0 -0.1 0.0620
H 2.11204 5.62940 1.29995 0.2 0.2 0.1 0.4045
N -3.87328 -1.91098 3.30234 -0.4 -1.2 -0.3 -0.0898
C -4.54217 -2.02034 4.47683 0.1 0.3 -1.5 -0.3270
C -5.36198 -3.09019 4.81180 0.7 -0.9 -0.4 -0.5226
C -5.41134 -4.12949 3.89597 -0.4 -0.1 -1.1 -0.1885
C -4.78437 -4.02889 2.64294 0.3 -0.1 0.9 -0.8579
C -3.98975 -2.93302 2.38373 -0.3 1.1 2.0 -0.0771
H -4.50514 -1.16476 5.13487 0.4 0.1 0.0 0.4076
H -5.81772 -3.19246 5.78558 -0.1 0.2 0.0 0.3845
H -5.98722 -5.03457 4.02089 -0.1 0.0 0.6 0.3614
H -4.80918 -4.86202 1.95615 -0.2 0.0 -0.1 0.3917
H -3.41562 -2.89171 1.46990 0.1 0.5 -0.1 0.5138
N 2.35653 -0.43102 -0.26366 3.0 -0.2 -1.9 2.0230
C 3.01276 -1.65791 -0.18580 0.1 2.5 0.4 -0.4727
C 4.25429 -1.85338 -0.75180 0.5 0.3 -1.7 -0.6632
C 4.86687 -0.84361 -1.52377 -0.7 -1.5 0.7 -0.6923
C 4.20197 0.34282 -1.64791 1.1 0.6 -0.4 -1.0627
C 3.00536 0.55014 -1.04243 -1.9 -1.8 1.9 -0.5381
H 2.68356 -2.44021 0.48207 -0.9 0.1 -0.1 0.1152
H 4.66704 -2.85024 -0.79984 0.2 0.0 0.5 0.3016
H 5.79732 -1.02362 -2.04170 0.1 0.0 0.1 0.5279
H 4.67793 1.15681 -2.17450 -0.2 0.1 -0.2 0.5456
H 2.55226 1.52229 -1.16898 -0.6 -0.2 0.4 0.2965
```
Forces are in eV/Å.